1.
C22H49N4O8SSiY | ωB97M-V with the def2-TZVPD basis set

Geometry as XYZ:
```
86
Properties=species:S:1:pos:R:3:forces:R:3
Y -1.409 1.614 -1.245 -0.335 -0.358 0.169
O 0.524 1.560 -3.269 -0.090 0.197 0.087
C 0.804 2.770 -3.973 -0.109 -0.030 0.066
C 0.168 3.968 -3.287 0.022 -0.194 0.080
N -1.183 3.668 -2.809 -0.370 0.128 -0.137
C -1.639 4.758 -1.929 0.110 -0.152 0.158
C -1.105 4.602 -0.494 0.101 0.051 0.006
O -1.083 5.577 0.231 -0.055 -0.065 0.008
O -0.770 3.393 -0.178 0.278 0.658 0.068
C -2.146 3.443 -3.898 -0.058 -0.033 0.231
C -3.410 2.742 -3.369 -0.088 -0.030 -0.038
O -4.490 3.020 -3.844 0.028 -0.085 0.046
O -3.178 1.860 -2.437 -0.596 0.254 -0.611
H 1.152 1.437 -2.537 0.124 -0.147 -0.033
H 0.409 2.640 -4.979 -0.017 -0.052 -0.040
H 1.878 2.929 -4.061 0.078 -0.003 -0.033
H 0.159 4.819 -3.978 0.044 0.087 -0.003
H 0.765 4.245 -2.415 -0.001 0.023 0.033
H -2.728 4.728 -1.867 -0.057 0.021 -0.009
H -1.355 5.745 -2.297 -0.031 0.062 -0.144
H -1.708 2.777 -4.641 0.044 -0.015 -0.038
H -2.447 4.367 -4.394 0.058 0.100 -0.057
N -3.185 2.302 0.578 0.023 -0.213 -0.041
C -3.540 1.212 1.495 0.073 0.007 -0.074
C -3.805 -0.032 0.676 0.059 0.056 0.010
N -2.615 -0.389 -0.100 -0.112 -0.080 -0.233
C -2.914 -1.458 -1.065 0.063 0.049 -0.026
C -1.697 -1.755 -1.916 -0.106 0.129 0.028
N -1.368 -0.553 -2.696 -0.140 -0.077 0.066
H -4.009 2.613 0.075 -0.033 0.006 -0.068
H -2.812 3.096 1.081 0.106 0.086 0.023
H -2.695 1.039 2.167 0.016 0.021 -0.007
H -4.413 1.436 2.109 -0.056 0.043 0.085
H -4.126 -0.849 1.329 -0.041 -0.082 0.010
H -4.618 0.171 -0.027 0.000 -0.025 -0.028
H -1.901 -0.754 0.532 0.175 0.024 0.137
H -3.250 -2.369 -0.561 -0.034 -0.076 0.059
H -3.733 -1.114 -1.704 -0.004 0.002 0.021
H -0.848 -1.987 -1.276 0.115 -0.046 0.049
H -1.897 -2.625 -2.545 0.013 -0.057 -0.036
H -0.478 -0.662 -3.164 0.128 0.092 -0.008
H -2.075 -0.417 -3.412 -0.005 0.075 -0.065
C 3.334 -0.181 4.035 -0.007 -0.047 0.049
C 2.504 0.389 2.893 -0.127 -0.071 0.080
C 1.158 0.895 3.403 -0.054 0.007 -0.094
C 3.271 1.513 2.206 0.044 -0.120 -0.129
O 2.300 -0.713 1.989 0.277 0.122 -0.131
Si 1.222 -1.039 0.806 0.106 -0.004 -0.152
S 0.864 0.624 -0.403 0.784 -0.644 0.602
O 1.785 -2.348 -0.012 0.185 0.048 0.029
C 3.070 -2.710 -0.551 -0.048 -0.019 0.094
C 2.782 -3.807 -1.565 -0.004 -0.032 -0.073
C 3.748 -1.529 -1.235 -0.145 0.111 0.103
C 3.948 -3.246 0.579 -0.121 0.047 0.037
O -0.201 -1.581 1.458 -0.183 0.030 0.009
C -0.421 -2.743 2.295 0.022 -0.017 -0.040
C 0.760 -3.009 3.229 0.033 0.137 -0.111
C -1.664 -2.431 3.115 0.000 0.080 0.024
C -0.653 -3.959 1.400 0.102 0.038 0.004
H 3.573 0.601 4.759 -0.008 -0.052 -0.018
H 4.266 -0.594 3.641 -0.034 0.023 0.042
H 2.789 -0.981 4.543 0.070 0.076 -0.016
H 1.308 1.695 4.129 -0.015 -0.006 -0.008
H 0.600 0.086 3.881 0.029 0.061 -0.013
H 0.566 1.289 2.570 0.031 0.001 0.079
H 3.454 2.322 2.917 0.013 -0.038 -0.038
H 2.709 1.908 1.362 -0.035 0.010 0.002
H 4.233 1.140 1.842 -0.053 0.035 0.039
H 2.151 -3.418 -2.368 0.044 -0.041 0.045
H 2.261 -4.638 -1.082 0.033 0.048 -0.034
H 3.713 -4.181 -1.998 -0.062 0.001 0.008
H 3.092 -1.104 -1.997 0.030 -0.022 0.001
H 4.676 -1.861 -1.705 -0.019 0.045 0.020
H 3.980 -0.739 -0.513 0.002 -0.056 -0.037
H 3.511 -4.157 0.997 0.028 0.043 -0.014
H 4.023 -2.501 1.373 0.040 -0.024 -0.034
H 4.950 -3.477 0.210 -0.063 -0.007 0.017
H 1.012 -2.116 3.803 -0.061 -0.132 -0.041
H 1.644 -3.312 2.663 -0.030 0.039 0.055
H 0.497 -3.810 3.922 -0.001 -0.025 -0.016
H -1.515 -1.510 3.687 -0.016 -0.086 -0.021
H -1.877 -3.246 3.809 -0.029 0.038 -0.036
H -2.532 -2.301 2.461 0.032 0.012 0.019
H 0.161 -4.042 0.678 -0.052 -0.020 0.051
H -1.600 -3.877 0.862 -0.006 0.043 -0.035
H -0.680 -4.868 2.005 -0.054 0.020 -0.029
```
Forces are in eV/Å.

Calculated values
E_LUMO ... 0.3 eV
Kohn-Sham gap ... 8.90 eV
Spin multiplicity ... 1

Mulliken atomic charge list, values in e, 2 entries: 0.365 -0.323

2.
C22H50N3P3SeTi | ωB97M-V with the def2-TZVPD basis set

Geometry as XYZ:
```
80
Properties=species:S:1:pos:R:3:forces:R:3
Ti -0.040 -0.011 0.317 0.971 0.090 2.065
P -2.650 -0.126 -0.355 -1.397 0.104 -0.948
P -0.052 -2.524 0.175 -0.086 -1.793 -0.445
P -0.220 2.498 0.102 -0.267 2.064 -0.643
H 1.568 -0.933 -1.755 0.074 0.305 0.321
C 1.716 0.027 -1.241 2.069 0.093 0.839
C 2.608 0.117 -0.176 -0.702 -0.081 -2.343
H 3.139 -0.776 0.176 -0.491 0.249 0.149
C -3.236 -0.206 -2.089 0.289 0.008 -0.106
C -3.624 -1.535 0.335 0.152 -0.104 0.116
C -3.698 1.264 0.256 0.060 0.064 0.080
C 1.646 -3.196 0.246 0.270 0.200 0.048
C -0.843 -3.501 1.507 -0.151 0.129 0.223
C -0.720 -3.250 -1.364 0.088 0.045 -0.100
C 1.421 3.301 0.177 0.301 -0.267 0.126
C -1.106 3.461 1.383 -0.093 -0.209 0.303
C -0.909 3.167 -1.451 0.102 -0.176 -0.234
H 1.438 0.907 -1.850 -0.045 -0.327 0.549
H 3.017 1.078 0.157 -0.484 -0.343 0.025
H -4.324 -0.382 -2.088 0.402 0.104 -0.016
H -2.731 -1.027 -2.615 -0.192 0.238 0.025
H -3.013 0.737 -2.608 -0.077 -0.316 0.088
H -4.667 -1.377 0.023 0.312 -0.089 0.098
H -3.598 -1.578 1.431 -0.050 -0.050 -0.310
H -3.280 -2.496 -0.068 -0.169 0.287 0.115
H -4.737 1.024 -0.016 0.305 0.125 0.074
H -3.421 2.213 -0.221 -0.138 -0.318 0.131
H -3.647 1.384 1.346 -0.070 0.013 -0.322
H 1.615 -4.270 0.007 0.036 0.338 0.075
H 2.059 -3.063 1.257 -0.140 -0.063 -0.276
H 2.304 -2.683 -0.466 -0.136 -0.309 0.071
H -0.728 -4.572 1.283 -0.017 0.312 0.034
H -1.912 -3.276 1.612 0.278 -0.101 -0.075
H -0.351 -3.293 2.468 -0.071 -0.055 -0.231
H -0.344 -4.279 -1.452 -0.202 0.239 -0.039
H -0.374 -2.668 -2.228 -0.058 -0.194 0.091
H -1.817 -3.258 -1.370 0.322 -0.025 0.011
H 1.296 4.383 0.020 0.035 -0.366 0.030
H 2.094 2.896 -0.589 -0.173 0.251 0.076
H 1.875 3.130 1.163 -0.113 0.103 -0.235
H -0.956 4.532 1.184 -0.041 -0.307 0.016
H -0.700 3.233 2.378 -0.059 0.098 -0.163
H -2.182 3.249 1.390 0.286 0.085 -0.036
H -0.574 4.206 -1.570 -0.192 -0.229 0.066
H -2.005 3.126 -1.457 0.273 0.075 0.032
H -0.542 2.573 -2.304 -0.088 0.341 0.315
C 1.172 0.299 -5.165 0.903 -0.458 -0.751
C 2.463 0.021 -4.693 -0.289 0.283 -0.245
C 3.537 -0.063 -5.584 -0.196 -0.082 0.051
C 3.336 0.111 -6.955 -0.403 0.062 0.057
C 2.040 0.339 -7.443 0.307 -0.099 0.396
C 0.961 0.407 -6.558 -0.278 0.192 0.620
Se -0.277 0.659 -3.943 -0.107 -0.787 0.121
H -0.126 -0.456 -2.893 -0.123 0.634 -1.173
H 2.616 -0.102 -3.625 0.216 0.069 -0.201
H 4.538 -0.258 -5.201 -0.243 0.029 -0.103
H 4.181 0.069 -7.643 -0.278 -0.001 0.216
H 1.879 0.467 -8.514 -0.030 -0.069 0.333
H -0.049 0.574 -6.935 0.288 -0.020 0.041
C 2.940 -0.153 4.079 0.168 -0.071 0.010
N 1.508 -0.010 4.382 -0.451 -0.039 -0.868
C 1.163 0.121 5.789 -0.125 0.100 0.936
C 0.617 -0.025 3.374 0.762 -0.013 0.829
N 1.065 -0.026 2.107 -0.013 -0.025 -1.069
N -0.723 -0.047 3.527 -0.282 0.066 -0.978
C -1.482 0.011 4.762 -0.699 0.039 1.093
C -1.456 -0.037 2.268 0.668 0.254 1.034
H 3.460 -0.175 5.037 0.059 -0.035 -0.327
H 3.331 0.699 3.503 -0.112 -0.165 0.181
H 3.154 -1.096 3.554 -0.078 0.247 0.159
H 0.477 0.961 5.962 0.390 -0.393 -0.002
H 0.749 -0.814 6.198 0.228 0.399 -0.077
H 2.089 0.340 6.325 -0.318 -0.009 -0.011
H 2.082 -0.007 2.110 -0.429 -0.016 -0.091
H -1.412 0.999 5.249 -0.019 -0.499 -0.208
H -2.548 -0.141 4.548 0.403 -0.071 -0.091
H -1.173 -0.786 5.455 -0.262 0.463 -0.320
H -1.217 0.925 1.721 -0.496 -0.535 0.432
H -1.160 -0.958 1.688 -0.463 0.328 0.381
H -2.531 -0.075 2.453 0.377 -0.015 -0.044
```
Forces are in eV/Å.

Calculated values
E_LUMO (spin up / spin down) ... -10.2 / -9.9 eV
Kohn-Sham gap (spin up / spin down) ... 5.03 / 5.34 eV
Spin multiplicity ... 2
Energy relative to the best compared isomer or geometry (same formula, charge and spin) ... 0.00 kcal per mole
Total charge ... +3

Mulliken atomic charge list, values in e, 2 entries: -1.120 1.266